Density functional theory data (ωB97M-V/def2-TZVPD) for the molecule C2H4N2S2 in a non-equilibrium geometry.

Atoms and positions in Å:
C 1.931 -1.082 -0.001
N 0.728 -0.626 -0.092
S 0.698 1.047 -0.119
C -1.019 1.425 0.069
N -2.191 0.962 -0.082
S -2.579 -0.710 -0.057
H 2.825 -0.351 0.211
H 1.960 -2.142 -0.055
H -1.030 2.580 0.137
H -1.323 -1.105 -0.011

Properties
* LUMO energy: 0.0120 Eh
* structure (SMILES): C=NS/C=N\S
* HOMO-LUMO gap: 0.3223 Eh
* relative energy (zero: lowest compared OMol25 entry of this formula, charge and spin): 303.1 kJ/mol
* multiplicity: 1


Density functional theory data (ωB97M-V/def2-TZVPD) for a cluster of 2 separate species, C2H4N2S3 in total in a non-equilibrium geometry.

Atoms and positions in Å:
C 0.134 1.003 0.985
C 1.383 1.165 1.692
N -0.977 1.408 1.312
N -1.425 -1.118 -1.683
S 0.963 2.186 3.244
S -1.060 2.309 2.775
S 0.103 -1.118 -1.102
H 1.806 0.218 2.022
H 2.123 1.728 1.126
H -1.704 -0.373 -2.301
H -2.160 -1.543 -1.136

Properties
* LUMO energy (spin up / spin down): -0.0733 / -0.0733 Eh
* HOMO-LUMO gap (spin up / spin down): 0.2163 / 0.2163 Eh
* relative energy (zero: lowest compared OMol25 entry of this formula, charge and spin): 343.8 kJ/mol
* multiplicity: 1


Density functional theory data (ωB97M-V/def2-TZVPD) for the molecule C2H4N2S3 in a non-equilibrium geometry.

Atoms and positions in Å:
S 1.179 -1.384 2.335
C -0.018 -1.282 1.264
N -0.388 -0.337 0.370
S -1.902 -0.394 -0.410
C 0.614 0.648 0.158
N 1.091 1.130 -0.890
S 0.416 0.559 -2.397
H -0.780 -2.084 1.221
H -2.473 0.662 0.339
H 0.916 1.153 1.041
H 1.345 1.330 -3.031

Properties
* LUMO energy: 0.0057 Eh
* structure (SMILES): S=CN(S)/C=N\S
* HOMO-LUMO gap: 0.3312 Eh
* relative energy (zero: lowest compared OMol25 entry of this formula, charge and spin): 174.7 kJ/mol
* multiplicity: 1


Density functional theory data (ωB97M-V/def2-TZVPD) for the molecule C2H4N2S4 in a non-equilibrium geometry.

Atoms and positions in Å:
S 1.678 -2.245 0.032
C 1.790 -0.638 0.046
N 0.799 0.343 -0.299
S 1.479 1.976 -0.193
C -0.538 0.285 -0.190
S -1.486 1.649 0.128
N -0.934 -1.010 -0.280
S -2.741 -1.210 -0.177
H 2.788 -0.307 0.154
H 0.164 2.564 -0.005
H -0.234 -1.655 0.116
H -2.766 0.247 0.668

Properties
* LUMO energy: -0.0388 Eh
* structure (SMILES): S=CN(S)C(=S)NS
* HOMO-LUMO gap: 0.2867 Eh
* relative energy (zero: lowest compared OMol25 entry of this formula, charge and spin): 234.8 kJ/mol
* multiplicity: 1